Below is a cluster of 7 separate species, C27H43NO18 in total at a distorted geometry, with properties calculated with ωB97M-V/def2-TZVPD.

Its total energy is -67038.9829 eV. Its SMILES is C[C@H]1COC(=O)O1.C[C@H]1COC(=O)O1.C[C@H]1COC(=O)O1.C[C@H]1COC(=O)O1.C[C@H]1COC(=O)O1.COC(=O)OC.CCCC#N. As for the energy above the lowest of the compared OMol25 structures with the same formula, charge and spin: 17.8 kcal/mol. Its spin multiplicity is 1.

Atoms and positions in Å:
C (1.19949, 4.69866, 2.08197)
C (1.11549, 3.27266, 2.51797)
C (-0.04551, 2.39366, 1.90597)
O (0.67749, 1.43366, 1.17597)
C (1.93449, 1.68466, 1.12197)
O (2.72649, 1.01566, 0.40697)
O (2.27649, 2.72366, 1.92197)
H (0.43549, 5.43366, 2.30097)
H (1.30249, 4.84266, 1.01497)
H (2.13549, 5.11266, 2.37397)
H (1.22349, 3.10366, 3.60997)
H (-0.49951, 2.91466, 1.12297)
H (-0.74651, 1.91566, 2.62797)
C (3.40949, 0.11866, 3.81797)
C (2.52549, -1.03634, 3.17597)
C (3.06649, -2.51034, 3.31297)
O (1.85849, -3.12634, 3.64997)
C (0.89749, -2.35134, 3.83097)
O (-0.22951, -2.69834, 4.20097)
O (1.24249, -1.13434, 3.71997)
H (3.14149, 1.09266, 3.37497)
H (4.42949, -0.08734, 3.60797)
H (3.20449, 0.16966, 4.92097)
H (2.47649, -0.74134, 2.16397)
H (3.74949, -2.54734, 4.19197)
H (3.47349, -2.97434, 2.42697)
C (-0.66451, 3.02066, -1.65303)
C (0.01349, 1.84566, -2.33103)
C (-0.85951, 1.05566, -3.36903)
O (-0.45851, 1.47466, -4.61603)
C (0.73549, 2.15166, -4.44103)
O (1.34249, 2.61966, -5.38303)
O (1.02849, 2.31066, -3.16503)
H (-1.41551, 2.72366, -0.89903)
H (-1.16151, 3.59466, -2.37403)
H (0.13649, 3.64966, -1.24503)
H (0.33049, 1.12766, -1.56403)
H (-1.83151, 1.06666, -3.13603)
H (-0.50951, 0.00566, -3.26403)
C (-2.42351, 0.03566, 3.90397)
C (-3.30451, -1.17134, 4.34697)
C (-3.08251, -1.57134, 5.83497)
O (-4.37351, -1.83434, 6.24797)
C (-5.24351, -1.49134, 5.31797)
O (-6.42951, -1.55934, 5.37597)
O (-4.66251, -1.01734, 4.26997)
H (-2.37951, 0.68566, 4.77997)
H (-2.99751, 0.60366, 3.15697)
H (-1.44751, -0.22034, 3.61497)
H (-3.11951, -2.01934, 3.71097)
H (-2.71951, -0.71834, 6.41397)
H (-2.35551, -2.42334, 5.92197)
C (0.63149, -2.19034, -1.40003)
C (-0.82451, -2.18834, -0.81403)
C (-0.76951, -2.38434, 0.67997)
O (-1.30551, -1.19134, 1.18097)
C (-1.68551, -0.43534, 0.14497)
O (-2.18251, 0.62366, 0.36397)
O (-1.40351, -0.93734, -0.99803)
H (1.14349, -3.13834, -1.31403)
H (1.29649, -1.67834, -0.74703)
H (0.65449, -2.05134, -2.51503)
H (-1.39151, -2.87334, -1.43203)
H (0.32449, -2.54534, 1.05397)
H (-1.42851, -3.12634, 1.05597)
C (-2.74051, 0.05766, -7.29503)
O (-3.67351, 0.27766, -6.24103)
C (-3.49751, -0.33034, -5.05703)
O (-2.63351, -1.31534, -4.79903)
O (-4.22051, 0.08166, -3.99803)
C (-4.17751, -0.68734, -2.76303)
H (-2.50451, -1.06234, -7.27303)
H (-1.80351, 0.62666, -7.17303)
H (-3.28451, 0.31866, -8.19503)
H (-5.12051, -1.23034, -2.72203)
H (-3.97551, 0.08666, -1.96803)
H (-3.47151, -1.52434, -2.69803)
C (3.09349, 0.21866, -3.30203)
C (4.51749, -0.38534, -3.20803)
C (4.83349, -0.99534, -1.85303)
C (4.22649, -2.31934, -1.46103)
N (3.73749, -3.30334, -1.17603)
H (2.26049, -0.56634, -3.20503)
H (2.97749, 0.73766, -4.26103)
H (2.86049, 0.94166, -2.51503)
H (5.31549, 0.45966, -3.35203)
H (4.57149, -1.14634, -3.95403)
H (4.63549, -0.33534, -0.98503)
H (5.88549, -1.15334, -1.84003)

---

Below is a structure of composition C22H30NO at a distorted geometry, with properties calculated with ωB97M-V/def2-TZVPD.

Its total energy is -26816.7120 eV. Its net charge is +1. As for the energy above the lowest of the compared OMol25 structures with the same formula, charge and spin: 384.1 kcal/mol. Its spin multiplicity is 1.

Atoms and positions in Å:
C (3.13978, 5.25642, -1.53416)
H (3.84247, 4.62616, -1.91256)
C (1.74219, 4.36423, -1.38269)
H (1.41040, 4.11303, -2.23663)
H (0.91245, 5.25675, -0.74189)
N (2.00848, 3.36523, -0.31882)
C (3.12184, 3.57276, 0.82686)
C (2.49547, 4.68624, 1.65882)
H (3.42886, 4.92101, 2.23300)
H (1.80030, 4.27145, 2.45476)
H (2.32816, 5.54458, 1.03782)
H (3.85912, 3.90303, 0.08685)
H (2.94311, 2.65884, 1.37278)
C (0.64456, 3.00721, 0.15243)
H (0.61604, 2.25658, 0.86890)
H (0.49964, 3.93926, 0.88269)
C (-0.55609, 2.78819, -0.55211)
O (-0.43373, 1.59199, -1.33589)
C (-1.03021, 0.33696, -0.85532)
C (-0.75152, -0.76660, -1.56147)
C (-1.33092, -1.86158, -1.03398)
C (-1.54529, -2.03312, 0.21414)
C (-1.71663, -0.92531, 0.96059)
C (-1.19427, 0.31077, 0.52635)
H (-1.64378, 1.28175, 0.98416)
H (-2.17924, -1.00150, 2.07065)
C (-2.22299, -3.25896, 1.07094)
C (-2.42836, -4.50175, 0.08544)
C (-2.74524, -5.66024, 0.86356)
C (-3.12479, -6.80858, 0.02033)
C (-3.67874, -7.96845, 0.34218)
C (-3.92351, -8.03543, 1.81762)
C (-3.52562, -7.12359, 2.65278)
C (-3.08604, -5.81986, 2.31005)
H (-2.82580, -5.03760, 2.94435)
H (-3.64024, -7.30208, 3.56281)
H (-4.35505, -9.01157, 2.17541)
H (-3.62412, -8.88583, -0.19473)
H (-3.00099, -6.63383, -1.14275)
H (-2.06572, -4.46602, -0.94833)
H (-2.32051, -3.35045, 2.06230)
H (-0.93058, -2.81669, -1.69072)
H (-0.45145, -0.56864, -2.51551)
H (-0.58791, 3.63130, -1.37145)
H (-1.49836, 2.99755, -0.21621)
C (2.23883, 1.96886, -1.08507)
C (3.62357, 2.05663, -1.81715)
H (3.55489, 2.71252, -2.61152)
H (4.39633, 2.35454, -1.42286)
H (3.89997, 1.20797, -2.42974)
H (2.31590, 1.25449, -0.49915)
H (1.46259, 1.86376, -1.91339)
H (2.66784, 5.95164, -2.35426)
H (3.46493, 5.78602, -0.56020)

---

Below is a cluster of 2 separate species, C5H13NO2S in total at a distorted geometry, with properties calculated with ωB97M-V/def2-TZVPD.

Its total energy is -21816.1209 eV. Its SMILES is CSCCCNC=O.O. As for the energy above the lowest of the compared OMol25 structures with the same formula, charge and spin: 9.2 kcal/mol. Its spin multiplicity is 1.

Atoms and positions in Å:
C (0.00000, 0.00000, 0.00000)
S (-1.09938, -1.04980, 0.98743)
C (0.07555, -2.18475, 1.76523)
C (0.30090, -3.43005, 0.86162)
C (1.48628, -4.38210, 1.19146)
N (2.75335, -3.68817, 1.04741)
C (3.37825, -3.61853, -0.14672)
O (2.92127, -4.01748, -1.21312)
H (-0.57168, 0.94001, -0.07855)
H (0.30423, -0.31246, -1.01313)
H (0.90779, 0.18920, 0.59727)
H (-0.26015, -2.51937, 2.76562)
H (1.08678, -1.74869, 1.87801)
H (0.40333, -3.14299, -0.20260)
H (-0.61729, -4.04076, 0.95861)
H (1.48572, -5.28796, 0.55516)
H (1.49763, -4.71283, 2.24783)
H (3.19408, -3.27686, 1.87392)
H (4.41018, -3.19665, -0.07719)
O (3.62050, -2.38855, 4.50285)
H (3.64476, -1.57019, 3.95701)
H (2.90974, -2.22512, 5.16343)